Entry A
{"formula": "C2H6N6", "method": "ωB97M-V with the def2-TZVPD basis set", "orbital_gap_ev": 7.10, "charge": 0, "mol_weight_da": 114.1, "homo_ha": -0.2781, "elements": ["C", "C", "N", "N", "N", "N", "N", "N", "H", "H", "H", "H", "H", "H"], "coordinates": [[0.23945, -0.84705, 0.45235], [0.82304, 0.33869, 1.02787], [0.32277, -1.79707, 1.35250], [1.42491, 0.05270, 2.11078], [1.01326, -1.22191, 2.37588], [-0.40615, -1.01493, -0.70510], [-0.95538, 1.85589, -2.10675], [-1.66134, 1.08850, -1.46817], [1.18626, -1.87079, 3.24370], [-0.81300, -1.89274, -0.88505], [-1.06545, -0.06705, -0.99558], [0.09945, 1.74545, -1.85476], [-1.10836, 2.33369, -3.08646], [0.90055, 1.29662, 0.53878]], "nbo_charge": [0.266, -0.127, -0.315, -0.223, -0.233, -0.867, -0.375, -0.176, 0.419, 0.382, 0.367, 0.338, 0.358, 0.186]}

***

Entry B
{"formula": "C2H6N6", "method": "ωB97M-V with the def2-TZVPD basis set", "orbital_gap_ev": 9.26, "charge": 0, "mol_weight_da": 114.1, "homo_ha": -0.3581, "elements": ["C", "C", "H", "H", "H", "H", "H", "H", "N", "N", "N", "N", "N", "N"], "coordinates": [[1.72482, -0.32869, 0.46369], [-1.13225, 0.38508, -0.11970], [1.60657, 0.97935, 0.36580], [2.88832, -0.46964, 0.51760], [1.63265, -0.79282, 1.69629], [1.20445, -1.02622, -1.63664], [-1.54521, 2.45148, 0.74248], [0.38581, 1.79176, -0.63870], [0.86939, -1.10328, -0.61273], [-0.49239, -0.81350, -0.41343], [-1.42071, -1.84584, -0.21050], [-2.58509, -1.19404, 0.22117], [-2.26620, 0.16096, 0.10415], [-0.87017, 1.80543, -0.47948]], "nbo_charge": [-0.486, 0.432, 0.178, 0.242, 0.245, 0.391, 0.413, 0.363, -0.458, -0.105, -0.037, -0.052, -0.342, -0.784]}

***

Entry C
{"formula": "C2H6N6", "method": "ωB97M-V with the def2-TZVPD basis set", "orbital_gap_ev": 6.76, "charge": 0, "mol_weight_da": 114.1, "homo_ha": -0.3021, "elements": ["C", "C", "H", "H", "H", "H", "H", "H", "N", "N", "N", "N", "N", "N"], "coordinates": [[0.93876, -0.41520, -0.18800], [-1.17415, -0.11120, -0.01422], [2.99814, -0.73688, -1.00263], [2.88345, -0.38263, 1.68420], [-2.75359, 1.47944, 0.25842], [-3.36379, -0.23309, -0.49669], [0.71638, 2.12592, -1.01196], [2.04293, 1.76732, 0.61093], [2.34611, -0.11797, 0.04012], [0.39352, -1.59382, -0.11283], [-0.83196, -1.40213, 0.23690], [-2.56323, 0.34946, 0.10766], [-0.04730, 0.62898, -0.23860], [0.54412, 2.01238, 0.13403]], "nbo_charge": [0.354, 0.469, 0.448, 0.310, 0.417, 0.428, 0.361, 0.429, -0.866, -0.255, -0.299, -0.878, -0.298, -0.620]}

***

Energetically preferred structure: entry A | next structure: +106.5 kcal/mol

***

Entry A
{"formula": "C4H6N4O2", "method": "ωB97M-V with the def2-TZVPD basis set", "orbital_gap_ev": 9.71, "smiles": "C=C[N+](=O)[O-].c1c[nH]nn1", "charge": 0, "mol_weight_da": 142.1, "homo_ha": -0.3595, "elements": ["C", "C", "N", "O", "O", "H", "H", "H", "C", "C", "N", "N", "N", "H", "H", "H"], "coordinates": [[1.12407, -2.00274, -1.30473], [1.41757, -1.36439, -0.16945], [1.70564, 0.12612, -0.24668], [2.17907, 0.63523, 0.76412], [1.50573, 0.66185, -1.31687], [0.93567, -1.63850, -2.31114], [0.93222, -3.08170, -1.11907], [1.71303, -1.87842, 0.73209], [-2.28033, 0.94932, -0.09774], [-1.62010, 1.75925, 0.85890], [-0.60857, 1.03841, 1.36438], [-0.56692, -0.10091, 0.59351], [-1.54312, -0.11635, -0.21611], [-3.22665, 1.03734, -0.59356], [-1.87104, 2.68545, 1.26142], [0.20375, 1.29004, 1.80093]], "nbo_charge": [-0.363, -0.085, 0.521, -0.427, -0.362, 0.238, 0.210, 0.229, -0.123, -0.049, -0.338, -0.101, -0.217, 0.224, 0.215, 0.429]}

***

Entry B
{"formula": "C4H6N4O2", "method": "ωB97M-V with the def2-TZVPD basis set", "orbital_gap_ev": 9.46, "smiles": "Cc1nnn(C)c1[N+](=O)[O-]", "charge": 0, "mol_weight_da": 142.1, "homo_ha": -0.3854, "elements": ["C", "C", "N", "N", "N", "C", "C", "N", "O", "O", "H", "H", "H", "H", "H", "H"], "coordinates": [[0.63477, -2.30463, -1.01048], [0.34712, -0.87837, -0.76588], [0.77866, 0.04660, -1.67303], [0.55935, 1.24653, -1.31875], [-0.05890, 1.25848, -0.13608], [-0.11735, 2.43278, 0.63288], [-0.24154, -0.16426, 0.28285], [-0.92625, -0.50682, 1.44296], [-1.25916, -1.67760, 1.61142], [-1.24853, 0.38976, 2.17572], [1.58902, -2.71216, -0.79541], [-0.10349, -2.92114, -0.54278], [0.49004, -2.55497, -2.00613], [-0.82315, 2.40152, 1.43518], [0.95849, 2.77961, 0.87775], [-0.57908, 3.16467, -0.21021]], "nbo_charge": [-0.659, 0.161, -0.248, 0.017, -0.155, -0.430, 0.124, 0.507, -0.372, -0.378, 0.243, 0.242, 0.240, 0.258, 0.226, 0.224]}

***

Energetically preferred structure: entry B | next structure: +11.3 kcal/mol

***

Entry A
{"formula": "C3H3N3OS", "method": "ωB97M-V with the def2-TZVPD basis set", "orbital_gap_ev": 7.97, "smiles": "[H]/N=C1\\N=CS\\C1=N\\O", "charge": 0, "mol_weight_da": 129.1, "homo_ha": -0.3223, "elements": ["H", "N", "C", "N", "C", "S", "C", "N", "O", "H", "H"], "coordinates": [[2.25699, 0.81301, -1.23064], [1.58231, 0.73850, -0.40255], [0.39528, 0.19698, -0.64185], [0.29544, -0.86662, -1.59730], [-0.74472, -1.58303, -1.39106], [-1.79596, -1.04945, 0.00856], [-0.64946, 0.22596, 0.42814], [-0.77135, 0.76941, 1.70330], [0.26777, 1.51630, 2.14364], [-0.68294, -2.70124, -1.86251], [-0.15336, 1.94017, 2.84227]], "nbo_charge": [0.363, -0.555, 0.295, -0.454, -0.031, 0.292, -0.070, -0.085, -0.483, 0.251, 0.475]}

***

Entry B
{"formula": "C3H3N3OS", "method": "ωB97M-V with the def2-TZVPD basis set", "orbital_gap_ev": 8.67, "smiles": "OC(=S)c1nc[nH]n1", "charge": 0, "mol_weight_da": 129.1, "homo_ha": -0.3197, "elements": ["O", "C", "S", "C", "N", "C", "N", "N", "H", "H", "H"], "coordinates": [[0.20316, -0.03440, 2.09877], [0.22209, 0.61099, 0.93584], [0.54910, 2.18644, 0.79306], [-0.08711, -0.29631, -0.20255], [-0.33923, -1.61313, 0.04284], [-0.56637, -2.10099, -1.14883], [-0.44287, -1.11412, -2.06100], [-0.13729, 0.05174, -1.47249], [-0.01524, -0.97532, 1.92441], [-0.80649, -3.11981, -1.40307], [-0.56505, -1.16625, -3.07273]], "nbo_charge": [-0.636, 0.179, -0.013, 0.177, -0.505, 0.189, -0.338, -0.202, 0.508, 0.216, 0.424]}

***

Entry C
{"formula": "C3H3N3OS", "method": "ωB97M-V with the def2-TZVPD basis set", "orbital_gap_ev": 8.44, "smiles": "[H]/N=C/NOC(=S)C#N", "charge": 0, "mol_weight_da": 129.1, "homo_ha": -0.3597, "elements": ["H", "N", "C", "N", "O", "C", "S", "C", "N", "H", "H"], "coordinates": [[-4.19559, -0.91268, -0.16432], [-3.53683, -0.21218, -0.32206], [-2.49388, -0.46534, 0.32696], [-1.35158, 0.33398, -0.02356], [-0.21730, -0.54450, 0.06608], [1.03518, 0.03390, 0.19170], [1.27688, 1.66291, 0.00075], [2.02690, -1.06929, 0.12814], [2.83744, -1.83549, -0.27809], [-2.19975, -1.16273, 1.14304], [-1.34871, 0.82505, -1.03428]], "nbo_charge": [0.351, -0.642, 0.260, -0.339, -0.359, 0.099, 0.059, 0.196, -0.213, 0.183, 0.405]}

***

Energetically preferred structure: entry B | next structure: +84.1 kcal/mol